No. 1
This record from the Open Molecules 2025 dataset describes a molecular structure, C27H37BClIN4O11P2S2 at a distorted geometry. The level of theory is ωB97M-V with the def2-TZVPD basis set.

Structure (XYZ):
```
86
Properties=species:S:1:pos:R:3:mulliken_charge:R:1
C 3.77268 1.95063 1.05669 -1.169
C 4.55564 1.28210 -0.05134 0.075
O 3.69481 0.60163 -0.95694 -0.434
C 3.72624 -0.79352 -0.88196 -0.384
C 2.95636 -1.40125 0.27061 -0.722
O 1.57276 -1.13141 0.25177 0.273
C 0.84695 -2.17712 -0.34565 -1.382
C -0.66954 -2.03977 -0.21212 -0.261
N -1.32817 -1.36240 -1.33358 0.260
B -0.90323 -0.16654 -2.02098 0.451
O -0.46370 0.98938 -1.43228 -0.359
O -0.97716 -0.22027 -3.39780 -0.520
C -2.16457 0.37487 -3.94033 -0.809
C -1.17905 -1.55982 1.16398 -0.912
I -0.17290 -2.72934 2.74485 0.102
O -0.89220 -0.22028 1.35611 0.215
C -1.78371 0.62508 1.98381 -0.127
Cl -1.95384 0.32309 3.75119 -0.163
P -1.11239 2.32823 1.71699 0.318
S -2.30100 3.36500 0.56875 -0.382
P -2.95794 -2.05716 1.41673 0.626
S -4.31780 -1.25878 0.28642 -0.378
H 3.53823 1.26714 1.86950 0.249
H 2.84592 2.31669 0.63575 0.195
H 4.33718 2.77670 1.47892 0.450
H 5.06973 2.04154 -0.63214 0.422
H 5.29709 0.60685 0.36726 -0.004
H 4.76408 -1.13446 -0.76507 0.121
H 3.38202 -1.19289 -1.83280 0.397
H 3.36242 -1.03959 1.21456 0.373
H 3.13842 -2.48084 0.25235 0.406
H 1.13777 -3.12040 0.12350 0.740
H 1.09929 -2.27705 -1.40366 0.308
H -1.02824 -3.06995 -0.24192 0.471
H -1.48653 -2.05645 -2.04967 0.219
H -1.13166 1.41812 -0.88302 0.026
H -2.87629 0.65848 -3.17227 0.363
H -2.61751 -0.34029 -4.61905 0.315
H -1.90262 1.26352 -4.50624 0.275
H -2.77463 0.61898 1.53660 0.236
H -0.94857 2.87366 2.98786 0.088
H 0.13386 2.11152 1.13227 0.052
H -3.22636 -1.85735 2.76534 -0.083
H -2.86770 -3.44304 1.28344 0.109
C -5.86289 5.07016 -8.10928 -0.425
C -6.43268 3.80521 -8.15769 -0.398
C -6.12155 2.86530 -7.18961 -0.404
C -5.24163 3.21813 -6.18586 0.148
C -4.65913 4.46819 -6.11860 -0.309
C -4.97605 5.39926 -7.09345 -0.477
N -4.91737 2.22769 -5.14287 1.062
O -5.42152 1.12681 -5.23289 -0.615
O -4.16103 2.57198 -4.25838 -0.604
H -6.11167 5.80242 -8.86550 0.376
H -7.12242 3.54938 -8.94967 0.367
H -6.55497 1.87730 -7.21256 0.442
H -3.97324 4.70831 -5.32067 0.473
H -4.53101 6.38363 -7.05754 0.365
C -4.72177 -1.44822 8.53585 -0.449
C -5.23055 -2.73918 8.49391 -0.392
C -5.50913 -3.33754 7.27662 -0.471
C -5.26711 -2.62347 6.12007 0.086
C -4.76564 -1.33633 6.13611 -0.229
C -4.49278 -0.74781 7.35939 -0.490
N -5.54361 -3.25946 4.81888 1.044
O -6.00029 -4.38216 4.82046 -0.603
O -5.28946 -2.61394 3.82091 -0.635
H -4.50272 -0.98633 9.48904 0.379
H -5.40984 -3.28296 9.41071 0.372
H -5.90546 -4.34006 7.22638 0.454
H -4.59250 -0.80428 5.21264 0.520
H -4.09986 0.25871 7.39269 0.387
C 10.04158 -2.58698 -0.42766 -0.448
C 10.96566 -1.59809 -0.11942 -0.443
C 10.53550 -0.33650 0.25602 -0.443
C 9.17785 -0.09298 0.31757 -0.007
C 8.24055 -1.05940 0.01144 0.149
C 8.68152 -2.31654 -0.36513 -0.446
N 8.71423 1.24437 0.73065 1.015
O 9.55591 2.08334 0.96948 -0.600
O 7.51453 1.42589 0.80551 -0.631
H 10.38240 -3.57166 -0.71743 0.381
H 12.02455 -1.80884 -0.17002 0.376
H 11.24112 0.44337 0.49743 0.459
H 7.18626 -0.83423 0.06472 0.225
H 7.96204 -3.08573 -0.60869 0.392
```

Results
DFT total energy in eV: -118622.3832
LUMO level in eV: -0.6
Total charge: 0

No. 2
This record from the Open Molecules 2025 dataset describes a molecular structure, C27H37BaBrN2O2PS3Si. The level of theory is ωB97M-V with the def2-TZVPD basis set.

Structure (XYZ):
```
75
Properties=species:S:1:pos:R:3:mulliken_charge:R:1
Ba 0.22885 -0.28330 0.28506 -0.331
O 0.67372 3.79355 4.23803 -0.603
C -0.09596 3.20334 3.30094 0.719
C 0.01609 3.52587 1.95054 -0.364
C -0.74945 2.82878 1.04622 -0.534
N -1.59807 1.85119 1.39895 -0.138
C -1.71011 1.60671 2.68936 0.152
Br -2.88650 0.18654 3.15247 -0.121
C -1.01344 2.24368 3.69837 -0.807
H 1.40852 4.23909 3.79533 0.270
H 0.72436 4.27187 1.61599 0.744
H -0.66261 3.00616 -0.02176 0.360
H -1.09973 1.94371 4.73107 0.402
S 2.32218 -2.81245 3.91999 -0.350
C 2.06515 -1.57171 2.82439 0.093
S 1.05851 -0.20438 3.23025 -0.125
S 2.77208 -1.62192 1.22989 -0.284
C -2.83424 -0.36511 -1.11263 -0.333
Si -2.02727 0.58609 -2.52868 0.063
C -3.13393 2.06629 -2.89919 -1.134
C -2.11240 -0.59247 -4.00546 -1.163
N -0.45707 1.01584 -2.02729 0.567
C 0.48234 1.61535 -2.80419 0.341
C 0.33455 1.94070 -4.17708 -0.239
C 1.35522 2.47799 -4.94025 -1.048
C 2.60492 2.72931 -4.38834 -0.635
C 2.79113 2.45394 -3.04030 -0.355
C 1.75446 1.95644 -2.27872 -0.429
O 1.96696 1.67206 -0.92059 0.403
C 2.50634 2.63310 -0.09868 0.232
C 3.00957 2.17980 1.11510 -0.176
C 3.49042 3.09748 2.03548 -0.649
C 3.49367 4.45858 1.74688 -0.620
C 2.99815 4.89505 0.52366 -0.695
C 2.49410 3.99174 -0.40248 -0.094
H -3.87198 -0.58931 -1.37526 0.459
H -2.85216 0.21091 -0.18333 0.211
H -2.35772 -1.33433 -0.91913 -0.392
H -4.13201 1.75524 -3.21955 0.364
H -2.70836 2.69522 -3.68473 0.338
H -3.24310 2.68313 -2.00344 0.302
H -3.12919 -0.97867 -4.12407 0.351
H -1.44986 -1.44670 -3.83895 0.279
H -1.81993 -0.13254 -4.95067 0.344
H -0.62165 1.74493 -4.64604 0.232
H 1.17320 2.69367 -5.98695 0.380
H 3.41497 3.12551 -4.98553 0.380
H 3.74719 2.63641 -2.56382 0.499
H 3.00907 1.11499 1.33155 0.490
H 3.86870 2.73302 2.98260 0.424
H 3.89847 5.17024 2.45656 0.415
H 2.99565 5.95160 0.28470 0.358
H 2.09664 4.33395 -1.34769 0.430
C -1.04842 -4.70412 3.64583 -1.398
C -1.14125 -3.37555 2.90287 -0.104
P -0.80902 -3.41488 1.09096 0.743
C -2.29751 -4.34037 0.50475 -0.755
C -2.31931 -4.62717 -0.99449 -1.180
C 0.56326 -4.63009 0.94674 -0.366
C 1.24274 -4.63575 -0.42113 -1.162
H -1.34088 -4.57015 4.68887 0.396
H -0.02152 -5.06934 3.64581 0.262
H -1.69384 -5.47331 3.21423 0.305
H -0.44009 -2.66097 3.34066 -0.001
H -2.13894 -2.93722 3.00829 0.231
H -3.15071 -3.70901 0.77213 0.369
H -2.40273 -5.27137 1.06893 0.440
H -2.12110 -3.72362 -1.57579 0.161
H -3.29116 -5.01527 -1.30568 0.386
H -1.56729 -5.36688 -1.26854 0.295
H 0.20015 -5.62787 1.21269 0.451
H 1.29198 -4.32689 1.70701 0.189
H 0.55550 -4.87664 -1.23389 0.228
H 2.05154 -5.36858 -0.43958 0.388
H 1.69016 -3.66109 -0.61927 0.139
```

Results
DFT total energy in eV: -156089.9451
LUMO level in eV: 2.2
Total charge: -1

Q: Among the records above, which one has the lowest DFT total energy?
A: C27H37BaBrN2O2PS3Si

Q: Which formula does entry 2 have?
A: C27H37BaBrN2O2PS3Si

Q: The lowest LUMO level belongs to which entry?
A: C27H37BClIN4O11P2S2